{
  "formula": "C16H43KO18S4V",
  "method": "ωB97M-V/def2-TZVPD",
  "total_charge": 1,
  "multiplicity": 1,
  "homo_ev": -12.84,
  "energy_ev": -139490.267,
  "relative_energy_ev": 0.317,
  "homo_lumo_gap_ev": 7.72,
  "species": ["K", "O", "V", "O", "C", "C", "O", "O", "H", "H", "H", "C", "O", "H", "H", "H", "H", "C", "O", "H", "H", "H", "H", "O", "S", "O", "O", "C", "C", "C", "H", "H", "H", "H", "H", "H", "H", "H", "O", "S", "O", "O", "C", "C", "C", "H", "H", "H", "H", "H", "H", "H", "H", "O", "S", "O", "O", "C", "C", "C", "H", "H", "H", "H", "H", "H", "H", "H", "O", "S", "O", "O", "C", "C", "C", "H", "H", "H", "H", "H", "H", "H", "H"],
  "xyz": [[-17.2141, -22.0608, -5.7102], [-17.3419, -26.4694, -4.1548], [-15.9410, -25.7169, -3.8734], [-14.9681, -26.8875, -3.4414], [-17.6390, -23.0107, -0.9286], [-17.1043, -23.8984, -2.0285], [-16.4737, -24.9274, -1.6859], [-17.2752, -23.7057, -3.2739], [-18.3613, -22.2949, -1.3189], [-16.8731, -22.5246, -0.3333], [-18.2219, -23.7091, -0.3237], [-13.0782, -24.3122, -3.0525], [-14.3508, -24.1188, -3.7045], [-12.3809, -23.5084, -3.2756], [-13.2317, -24.3310, -1.9722], [-12.6651, -25.2857, -3.2974], [-14.5993, -23.1903, -3.6440], [-17.4755, -19.6609, -2.6681], [-16.6356, -19.6943, -3.8460], [-17.8812, -18.6694, -2.4495], [-18.2983, -20.3677, -2.7983], [-16.8402, -19.8856, -1.8129], [-17.2092, -19.3206, -4.5290], [-14.4418, -26.8660, 2.7807], [-14.0695, -25.5025, 2.4855], [-13.2942, -24.7720, 3.4439], [-13.2608, -25.4401, 1.0728], [-13.7364, -26.2971, 0.0253], [-12.6471, -27.2269, -0.4574], [-15.5490, -24.5118, 2.1213], [-14.1721, -25.6733, -0.7499], [-14.4662, -27.0048, 0.4295], [-12.2905, -27.8518, 0.3628], [-11.7254, -26.6939, -0.7227], [-12.9966, -27.8112, -1.3061], [-16.1769, -24.7272, 2.9862], [-16.0441, -24.7989, 1.1989], [-15.2361, -23.4756, 2.2116], [-16.2996, -18.2506, 0.1873], [-14.9279, -18.0209, -0.1967], [-13.9921, -17.3696, 0.6660], [-14.3356, -19.4866, -0.6077], [-14.6477, -20.5751, 0.2761], [-13.7857, -21.7567, -0.1139], [-14.8232, -17.2665, -1.8320], [-15.7190, -20.7804, 0.2564], [-14.4013, -20.3129, 1.3064], [-13.6735, -22.4490, 0.7200], [-12.7587, -21.4210, -0.2928], [-14.0430, -22.2713, -1.0424], [-15.6823, -17.5782, -2.4142], [-13.9149, -17.6392, -2.3084], [-14.6418, -16.1988, -1.7418], [-17.0060, -21.4056, 2.6791], [-18.2832, -21.1968, 3.3053], [-18.3384, -20.7764, 4.6725], [-19.1650, -20.1453, 2.4441], [-19.0343, -20.2109, 1.0273], [-19.8140, -19.0612, 0.3782], [-19.3538, -22.6750, 3.1562], [-19.4355, -21.1403, 0.6081], [-17.9764, -20.1119, 0.7720], [-19.4907, -19.0274, -0.6607], [-19.5953, -18.1593, 0.9446], [-20.8728, -19.3148, 0.3968], [-18.9797, -23.4126, 3.8572], [-19.2565, -22.9907, 2.1197], [-20.3646, -22.3288, 3.3419], [-22.8306, -23.9494, -1.0683], [-21.4866, -24.2604, -0.6556], [-20.7601, -23.3430, 0.1829], [-21.4713, -25.7154, 0.0959], [-22.3870, -26.7184, -0.4049], [-21.7540, -28.0662, -0.1271], [-20.5242, -24.7320, -2.1124], [-22.4894, -26.5461, -1.4793], [-23.3694, -26.6293, 0.0549], [-21.5993, -28.2104, 0.9420], [-20.7870, -28.2297, -0.6011], [-22.4453, -28.8292, -0.4900], [-21.2939, -24.9904, -2.8377], [-19.8052, -25.5360, -1.9983], [-20.0320, -23.8274, -2.4699]],
  "forces_ev_per_a": [[-0.1, -0.1, 0.5], [2.3, 1.6, -0.3], [-2.1, -1.8, 3.5], [-0.6, 1.4, -0.6], [-0.9, -0.6, -0.8], [0.6, -0.4, -0.2], [0.8, -0.9, -0.9], [0.3, 1.0, -1.0], [0.2, 0.2, 0.0], [0.1, -0.1, 0.0], [0.2, 0.2, 0.4], [0.4, -0.2, 1.1], [-0.5, -0.2, -0.8], [-0.1, 0.0, -0.3], [-0.1, 0.1, -0.1], [-0.2, 0.1, -0.5], [0.0, -0.1, 0.2], [0.2, 0.0, 0.3], [-0.8, 0.0, -0.4], [0.0, 0.0, -0.4], [0.0, 0.0, 0.4], [-0.1, -0.4, -0.1], [0.4, 0.3, 0.0], [0.2, 0.9, -0.6], [-0.3, 0.0, 0.1], [-0.2, -0.2, -0.8], [-0.2, 0.1, 1.0], [-0.1, -1.2, 0.2], [1.2, 0.7, 0.1], [0.7, -0.6, 1.0], [-0.1, -0.1, 0.0], [-0.5, 0.6, 0.0], [-0.5, -0.3, -0.1], [-0.3, 0.2, -0.4], [0.0, -0.1, 0.1], [-0.2, 0.0, -0.1], [0.2, 0.0, -0.1], [-0.1, 0.1, -0.4], [0.5, 0.4, -0.1], [0.4, -0.6, -0.6], [-0.5, -0.2, -0.2], [-0.3, 0.9, -0.3], [0.1, -0.4, 0.5], [0.9, 0.2, -0.1], [0.7, -0.5, 0.3], [0.0, 0.0, -0.1], [0.0, 0.2, 0.0], [-0.4, -0.2, -0.1], [-0.1, 0.3, 0.1], [-0.5, -0.1, 0.2], [-0.1, 0.3, 0.0], [-0.1, -0.3, 0.2], [-0.6, 0.1, 0.2], [-0.3, -0.1, -0.3], [-1.3, -0.5, 0.8], [0.0, 0.2, -0.8], [0.5, -0.5, 0.7], [0.1, 0.4, -1.2], [0.2, -1.0, 0.8], [1.1, 1.2, -0.6], [0.1, -0.2, 0.4], [0.0, -0.1, 0.1], [0.0, 0.4, 0.0], [-0.1, 0.3, -0.4], [-0.1, 0.3, 0.1], [-0.1, 0.0, 0.1], [-0.1, -0.3, 0.1], [0.0, -0.1, 0.2], [0.9, -0.1, 0.1], [-0.2, -1.7, 0.5], [-0.1, -0.6, -0.5], [-0.1, 1.8, 0.0], [0.6, -0.3, -0.6], [-0.3, -0.2, 0.2], [-0.7, 0.9, -0.3], [-0.2, -0.2, 0.0], [0.1, 0.2, 0.1], [-0.2, 0.0, 0.0], [-0.1, 0.3, -0.2], [0.1, -0.1, 0.1], [0.2, -0.2, -0.1], [-0.1, 0.0, 0.5], [0.0, 0.0, 0.0]],
  "mulliken_charge": [1.0046, -0.5115, 1.1757, -0.5263, -0.1045, 1.2045, -0.7882, -0.8228, 0.2886, -0.2684, 0.1185, -0.3291, -0.2749, 0.3435, -0.0528, 0.3047, 0.2383, -0.7797, -0.6439, 0.5560, 0.4531, 0.1026, 0.3156, -0.6322, 1.2526, -0.6358, -0.3643, 0.8571, -1.6619, -0.6433, -0.5642, 0.6056, 0.4111, 0.3581, 0.3377, 0.4280, 0.1109, 0.2088, -0.4974, 1.0697, -0.6009, -0.3627, 0.8728, -1.3614, -0.8705, -0.6477, 0.4665, 0.3567, 0.5646, -0.0084, 0.1991, 0.3203, 0.4188, -0.5174, 1.0321, -0.6584, -0.4461, 1.4023, -1.4833, -0.6133, -0.1503, -0.2263, 0.1536, 0.3774, 0.4560, 0.4343, -0.0390, 0.3604, -0.6630, 1.0564, -0.4432, -0.2893, -0.2445, -1.1965, -0.9756, 0.3410, 0.3238, 0.3099, 0.2902, 0.3768, 0.5467, 0.3207, 0.1734]
}

---

{
  "formula": "C4H4N2O",
  "method": "ωB97M-V/def2-TZVPD",
  "total_charge": 0,
  "multiplicity": 1,
  "homo_ev": -10.42,
  "energy_ev": -9237.694,
  "relative_energy_ev": 2.794,
  "homo_lumo_gap_ev": 8.61,
  "species": ["C", "C", "C", "C", "H", "H", "H", "H", "N", "N", "O"],
  "xyz": [[1.5820, -0.6059, -0.0225], [0.1801, -0.0164, 0.0530], [-2.0317, -0.1610, -0.1212], [-0.4017, 1.3471, 0.0830], [2.3046, -0.4130, 0.8123], [2.2709, -0.3468, -0.8765], [1.3052, -1.7022, -0.1626], [0.2828, 2.3354, 0.4128], [-0.7454, -0.8287, -0.0990], [-1.6758, 1.2602, -0.2019], [-3.0709, -0.8688, 0.1228]],
  "forces_ev_per_a": [[0.9, -0.9, -0.2], [2.2, -0.1, -0.4], [-1.2, -3.5, 1.7], [-0.5, 2.1, 0.4], [-1.2, -0.3, -0.1], [-1.4, 0.2, 0.3], [1.0, 1.3, 0.5], [-2.5, -2.5, -1.4], [-1.8, -3.0, -0.3], [0.1, 1.7, 1.3], [4.5, 4.9, -1.7]],
  "mulliken_charge": [-0.8968, 0.7116, 0.4273, 0.0011, 0.2721, 0.2538, 0.2922, 0.2699, -0.3962, -0.4817, -0.4534]
}

---

{
  "formula": "C24H38N4O5PTb",
  "method": "ωB97M-V/def2-TZVPD",
  "total_charge": 0,
  "multiplicity": 7,
  "homo_ev": [-8.22, -8.01],
  "energy_ev": -73430.152,
  "relative_energy_ev": 0.197,
  "homo_lumo_gap_ev": [8.39, 8.19],
  "species": ["Tb", "O", "C", "C", "N", "C", "C", "O", "O", "C", "C", "O", "O", "H", "H", "H", "H", "H", "H", "H", "H", "H", "N", "C", "C", "N", "C", "C", "N", "H", "H", "H", "H", "H", "H", "H", "H", "H", "H", "H", "H", "H", "C", "P", "C", "C", "C", "C", "C", "C", "C", "H", "H", "H", "H", "H", "H", "H", "H", "H", "H", "H", "C", "C", "C", "C", "C", "C", "H", "H", "H", "H", "H"],
  "xyz": [[-0.2826, -0.0931, 0.3359], [-0.4260, 2.4302, 0.8992], [0.1472, 2.8002, 2.1627], [-0.2770, 1.8334, 3.2496], [0.1526, 0.4752, 2.9386], [1.5880, 0.2747, 3.1590], [2.4733, 0.4800, 1.9216], [3.6822, 0.5571, 2.0495], [1.8378, 0.4945, 0.7990], [-0.6302, -0.5433, 3.6389], [-0.4403, -1.9105, 2.9622], [-0.4223, -2.9371, 3.6079], [-0.3120, -1.8326, 1.6710], [-1.3827, 2.5590, 0.9331], [1.2248, 2.7851, 2.0017], [-0.1454, 3.8237, 2.4132], [0.1107, 2.1732, 4.2235], [-1.3678, 1.8344, 3.3194], [1.9623, 0.8981, 3.9814], [1.7526, -0.7621, 3.4649], [-0.3723, -0.6299, 4.7019], [-1.6882, -0.2827, 3.5473], [-2.5766, 2.0383, -1.5847], [-2.9943, 1.2411, -2.7286], [-2.7270, -0.2418, -2.5250], [-1.3308, -0.5818, -2.1863], [-0.3784, -0.1832, -3.2352], [0.2560, 1.1745, -2.9690], [0.8761, 1.1777, -1.6503], [-3.0673, 1.7139, -0.7558], [-2.8227, 3.0106, -1.7327], [-2.4698, 1.6007, -3.6187], [-4.0674, 1.3292, -2.9552], [-3.0200, -0.7484, -3.4567], [-3.3632, -0.6254, -1.7278], [-1.2959, -1.5939, -2.1043], [-0.8609, -0.1812, -4.2226], [0.4105, -0.9358, -3.2776], [-0.4985, 1.9564, -2.9676], [0.9638, 1.3977, -3.7777], [0.9918, 2.1165, -1.2853], [1.7970, 0.7506, -1.6272], [1.5946, -3.2355, -2.4851], [1.6086, -2.3397, -0.8744], [3.3436, -1.7745, -0.8398], [1.5850, -3.7187, 0.3065], [0.5596, -4.6583, 0.2397], [0.4629, -5.6620, 1.1865], [1.3820, -5.7300, 2.2229], [2.3988, -4.7949, 2.3032], [2.5022, -3.7937, 1.3483], [2.3025, -4.0657, -2.4609], [1.8779, -2.5643, -3.2958], [0.6044, -3.6349, -2.7051], [4.0326, -2.6131, -0.9578], [3.5626, -1.2203, 0.0718], [3.4956, -1.0808, -1.6706], [-0.1911, -4.5989, -0.5405], [-0.3453, -6.3789, 1.1288], [1.2947, -6.5025, 2.9746], [3.1082, -4.8316, 3.1185], [3.2944, -3.0618, 1.4342], [-5.4181, -0.5254, 1.6409], [-4.6306, -1.5063, 1.0541], [-3.3073, -1.2303, 0.7293], [-2.7021, 0.0185, 0.9537], [-3.5386, 0.9679, 1.5608], [-4.8685, 0.7182, 1.8991], [-6.4469, -0.7353, 1.9047], [-5.0460, -2.4897, 0.8658], [-2.7261, -2.0504, 0.3035], [-3.1692, 1.9697, 1.7993], [-5.4700, 1.4890, 2.3677]],
  "forces_ev_per_a": [[-0.2, 0.2, -0.2], [0.0, -0.2, -0.1], [0.0, 0.1, 0.0], [0.0, 0.0, 0.1], [-0.1, 0.0, -0.1], [0.2, 0.0, 0.1], [0.0, -0.1, 0.0], [0.0, 0.0, 0.1], [0.1, 0.1, 0.0], [-0.1, -0.2, 0.1], [0.1, -0.1, -0.2], [-0.1, 0.1, 0.2], [0.1, 0.0, -0.1], [0.0, 0.0, 0.0], [0.0, 0.0, 0.1], [0.0, -0.1, 0.0], [0.0, 0.0, -0.1], [0.0, 0.0, 0.0], [0.0, 0.0, -0.1], [0.0, 0.0, 0.0], [0.0, 0.0, -0.1], [0.0, -0.1, 0.0], [0.0, 0.1, 0.1], [-0.1, -0.1, -0.1], [0.0, -0.1, -0.1], [0.0, 0.1, 0.1], [0.0, -0.1, -0.1], [0.1, 0.0, -0.1], [0.1, -0.1, 0.2], [0.0, 0.0, 0.0], [0.0, 0.0, 0.0], [0.0, 0.0, 0.0], [0.1, 0.0, 0.0], [0.0, 0.0, 0.0], [0.0, 0.1, 0.0], [0.0, 0.0, 0.0], [0.0, 0.0, 0.0], [0.0, 0.0, 0.0], [0.0, 0.0, 0.0], [0.0, 0.0, 0.0], [0.0, 0.0, 0.0], [0.0, 0.0, -0.1], [0.1, -0.2, 0.1], [-0.1, 0.0, -0.1], [0.1, 0.0, -0.1], [0.0, 0.0, 0.0], [0.0, 0.0, 0.0], [0.0, 0.0, 0.0], [0.0, 0.0, 0.0], [0.0, 0.0, 0.0], [0.0, 0.0, 0.0], [0.0, 0.0, 0.0], [0.0, 0.1, 0.0], [0.0, 0.0, 0.0], [0.0, 0.0, 0.0], [0.0, 0.0, 0.0], [0.0, 0.0, 0.0], [0.0, 0.0, 0.0], [0.0, 0.0, 0.0], [0.0, 0.0, 0.0], [0.0, 0.0, 0.0], [0.0, 0.0, 0.0], [-0.1, 0.0, 0.0], [0.1, 0.0, 0.0], [-0.1, 0.0, 0.1], [0.1, 0.2, 0.2], [-0.1, -0.1, -0.1], [0.1, 0.1, 0.0], [0.0, 0.0, 0.0], [0.0, 0.0, 0.0], [0.1, 0.0, 0.0], [0.0, 0.0, 0.0], [0.0, 0.0, 0.0]],
  "mulliken_charge": [-0.2045, -0.2840, -0.8207, -0.5633, 0.6042, -0.8884, 0.4992, -0.7634, -0.3868, -0.8110, 0.3869, -0.7232, 0.1569, 0.2044, 0.3226, 0.4842, 0.3766, 0.3507, 0.3449, 0.3958, 0.2834, 0.4280, -0.1938, -0.9490, -0.8556, 0.3266, -0.2911, -0.8020, -0.1400, 0.0602, 0.2261, 0.3581, 0.4856, 0.4766, 0.3343, 0.1770, 0.4095, -0.1523, 0.2972, 0.4670, 0.2472, 0.0627, -1.5823, 1.8744, -1.7281, 0.4418, -0.7384, -0.5808, -0.4930, -0.6804, -0.5232, 0.4207, 0.5052, 0.3933, 0.5016, 0.3275, 0.4290, 0.1979, 0.3818, 0.3697, 0.3993, 0.3194, -0.6499, -0.6356, -0.7560, 1.2068, -0.1795, -0.8667, 0.3642, 0.4245, 0.3715, 0.1252, 0.4232]
}

---

Look up the multiplicity of the first one.
1